{"formula": "C17H20N2O3S", "method": "wB97M-V/def2-TZVPD", "smiles": "Cc1ccccc1CS(=O)(=O)CCC(=O)NCc1ccccn1", "e_lumo_ev": 0.481, "homo_lumo_gap_ev": 9.544, "e_above_lowest_kcal_mol": 22.58, "symbols": ["C", "C", "C", "C", "C", "C", "C", "C", "H", "H", "S", "O", "O", "C", "C", "C", "O", "N", "H", "C", "C", "N", "C", "C", "C", "C", "H", "H", "H", "H", "H", "H", "H", "H", "H", "H", "H", "H", "H", "H", "H", "H", "H"], "positions_angstrom": [[4.19283, 0.25263, 2.06618], [4.04277, 0.38511, 0.57818], [5.06796, -0.04211, -0.25724], [4.97038, 0.06710, -1.63230], [3.83389, 0.61744, -2.19982], [2.80760, 1.05406, -1.38401], [2.89790, 0.94333, 0.00053], [1.73037, 1.38520, 0.81241], [1.87366, 1.31143, 1.88414], [1.39720, 2.38618, 0.54712], [0.29536, 0.30611, 0.41888], [-0.27957, 0.74773, -0.82212], [-0.58064, 0.30871, 1.56842], [0.96441, -1.38187, 0.19933], [-0.06585, -2.37849, 0.69428], [-1.30578, -2.35409, -0.20570], [-1.33643, -2.95000, -1.26285], [-2.34208, -1.66385, 0.29804], [-2.19914, -1.06152, 1.09649], [-3.61116, -1.57609, -0.39621], [-4.21082, -0.19944, -0.33664], [-5.48480, -0.14136, 0.03076], [-6.07133, 1.04083, 0.09616], [-5.42162, 2.23099, -0.18871], [-4.08894, 2.17034, -0.56742], [-3.46838, 0.93550, -0.64957], [-2.43419, 0.84943, -0.94102], [-3.54027, 3.07168, -0.79974], [-5.94138, 3.17392, -0.11556], [-7.11127, 1.02624, 0.39694], [-3.42691, -1.87244, -1.43492], [-4.32757, -2.28067, 0.04217], [0.35340, -3.38608, 0.64928], [-0.33592, -2.14063, 1.72343], [1.16380, -1.49733, -0.86214], [1.88868, -1.43576, 0.76807], [1.91126, 1.47484, -1.81326], [3.74770, 0.70711, -3.27163], [5.78045, -0.27551, -2.25807], [5.95860, -0.46930, 0.18054], [5.14950, -0.20304, 2.30815], [3.40447, -0.36651, 2.49407], [4.15184, 1.23018, 2.54533]], "forces_ev_per_angstrom": [[0.00, 0.03, -0.05], [-0.04, 0.05, -0.03], [-0.02, 0.00, 0.00], [-0.01, -0.01, -0.05], [0.03, -0.01, -0.05], [0.10, 0.05, 0.03], [0.44, 0.03, -0.32], [-0.58, -0.71, -0.11], [0.01, 0.01, 0.09], [-0.16, 0.02, 0.01], [0.28, 0.26, 0.45], [0.25, 0.04, -0.53], [0.18, -0.05, 0.39], [-0.17, 0.60, 0.15], [-0.27, 0.05, -0.12], [0.21, -0.28, 0.52], [0.13, -0.17, -0.34], [-0.43, 0.32, 0.07], [0.10, -0.15, -0.02], [-0.05, -0.33, -0.16], [0.15, 0.12, 0.02], [-0.07, -0.46, 0.07], [-0.14, 0.36, -0.02], [0.05, -0.03, -0.01], [-0.05, -0.10, 0.00], [-0.14, 0.03, 0.01], [0.05, -0.02, -0.02], [0.04, 0.06, -0.02], [-0.06, 0.06, 0.02], [-0.08, 0.10, 0.01], [-0.06, 0.01, 0.15], [0.06, 0.14, -0.16], [-0.04, 0.13, -0.04], [0.05, -0.11, -0.01], [0.11, 0.03, -0.07], [0.12, -0.01, 0.01], [-0.08, 0.06, -0.10], [-0.01, 0.01, -0.10], [0.07, -0.03, -0.06], [0.08, -0.04, 0.06], [0.02, -0.02, 0.06], [-0.04, -0.03, 0.11], [-0.01, 0.02, 0.12]], "mulliken_charge": [-1.591, 1.072, -0.804, -0.624, -0.780, -0.378, 0.634, -1.197, 0.440, 0.456, 1.443, -0.682, -0.798, -0.633, -1.022, 0.497, -0.683, -0.076, 0.291, -0.811, 0.388, -0.523, -0.212, -0.417, -0.635, -0.110, 0.538, 0.434, 0.373, 0.390, 0.373, 0.238, 0.464, 0.361, 0.434, 0.448, 0.462, 0.414, 0.397, 0.353, 0.399, 0.314, 0.362]}


{"formula": "C18H46N3O4PRuS2Si4Te", "method": "wB97M-V/def2-TZVPD", "e_lumo_ev": [-3.699, -3.911], "homo_lumo_gap_ev": [6.171, 5.880], "multiplicity": 2, "e_above_lowest_kcal_mol": 18.03, "total_charge": 1, "s_squared": 0.783, "symbols": ["Ru", "C", "C", "O", "P", "S", "S", "O", "C", "C", "H", "H", "H", "H", "H", "H", "H", "H", "H", "H", "N", "C", "C", "O", "O", "H", "H", "H", "H", "H", "C", "Si", "C", "C", "Si", "Te", "Si", "C", "C", "C", "Si", "C", "C", "C", "H", "H", "H", "H", "H", "H", "H", "H", "H", "H", "H", "H", "H", "H", "H", "H", "H", "H", "H", "H", "H", "H", "H", "H", "H", "H", "H", "N", "C", "C", "C", "N", "H", "H", "H", "H"], "positions_angstrom": [[-0.00470, 1.97837, -0.63241], [3.74739, 0.30305, 3.86955], [3.48487, 1.70422, 3.39387], [3.38427, 1.72903, 1.93523], [2.12943, 2.36747, 1.22932], [2.36951, 2.46302, -0.72277], [0.37520, 1.45537, 1.60794], [2.16076, 3.81260, 1.91010], [1.34383, 4.89404, 1.43499], [2.20566, 6.12440, 1.28365], [3.87735, 0.30358, 4.95235], [4.65265, -0.09774, 3.41437], [2.91654, -0.34712, 3.62136], [4.30583, 2.37548, 3.64023], [2.57061, 2.11305, 3.82795], [0.54438, 5.04218, 2.16471], [0.89910, 4.61651, 0.47434], [2.77307, 6.30366, 2.19604], [1.58490, 7.00194, 1.09522], [2.90580, 6.00378, 0.45779], [-2.36596, 7.02760, -1.23720], [-1.20621, 6.18147, -0.99296], [-1.45345, 4.79132, -1.55650], [-2.67413, 4.57116, -1.97487], [-0.57682, 3.94604, -1.62661], [-2.64284, 7.55656, -0.42288], [-3.14874, 5.43154, -1.83966], [-2.21315, 7.67847, -1.99609], [-1.03736, 6.05518, 0.07831], [-0.27243, 6.55216, -1.41872], [-3.24618, -2.37205, -1.47551], [-1.74100, -3.32225, -2.06409], [-1.95384, -5.15195, -1.72936], [-1.46942, -3.01252, -3.88977], [0.11891, -2.61302, -0.80838], [0.45361, -0.25220, -1.66656], [2.13355, -3.65669, -1.40958], [2.28197, -3.67806, -3.27406], [3.56025, -2.71607, -0.64944], [2.05011, -5.39781, -0.72723], [-0.32182, -2.61155, 1.48545], [-1.75875, -1.45664, 1.82812], [1.20552, -2.03348, 2.38468], [-0.77748, -4.34352, 2.03375], [-4.08095, -2.51425, -2.16633], [-3.04345, -1.30045, -1.40830], [-3.56599, -2.71104, -0.48881], [-2.88560, -5.50754, -2.17696], [-1.99151, -5.37050, -0.66147], [-1.13675, -5.73230, -2.16184], [-2.41016, -3.14728, -4.42923], [-0.73702, -3.70210, -4.31108], [-1.11478, -1.99791, -4.08324], [2.07156, -2.69777, -3.70630], [1.59116, -4.39711, -3.71807], [3.29488, -3.96174, -3.56894], [3.51810, -1.65360, -0.89976], [4.51157, -3.10673, -1.01843], [3.55959, -2.80236, 0.43840], [1.17535, -5.94135, -1.08773], [2.02227, -5.39982, 0.36381], [2.93860, -5.95369, -1.03758], [-1.58658, -0.47791, 1.38155], [-1.88280, -1.32029, 2.90610], [-2.69304, -1.85238, 1.42751], [1.63704, -1.14814, 1.91479], [1.97320, -2.80949, 2.41248], [0.94670, -1.78078, 3.41552], [-1.71850, -4.66630, 1.58488], [-0.90237, -4.37421, 3.11909], [-0.01150, -5.07342, 1.76747], [-2.69889, 1.79901, 0.72224], [-4.02485, 1.65741, 0.54831], [-4.23099, 1.40619, -0.78732], [-2.95173, 1.40704, -1.35606], [-2.02674, 1.63497, -0.42959], [-2.17967, 1.93545, 1.57653], [-4.70635, 1.73988, 1.37711], [-5.17129, 1.24329, -1.28156], [-2.65931, 1.25658, -2.38177]], "forces_ev_per_angstrom": [[0.03, -0.63, 0.05], [0.11, -0.04, -0.06], [0.10, 0.22, 0.03], [-0.39, -0.29, 0.04], [1.26, 0.68, 0.38], [-0.20, 0.08, -0.10], [-0.13, -0.09, -0.39], [-0.08, -0.08, 0.01], [-0.11, 0.02, 0.03], [0.03, 0.02, 0.02], [0.00, 0.03, 0.00], [0.00, 0.01, 0.00], [-0.10, -0.12, -0.01], [-0.03, 0.03, 0.00], [0.00, -0.02, 0.00], [0.02, 0.00, 0.01], [0.01, 0.01, 0.01], [-0.02, 0.01, 0.01], [-0.01, -0.01, -0.03], [0.01, -0.01, 0.01], [0.03, 0.02, -0.01], [-0.01, 0.02, 0.00], [-0.21, -0.09, -0.24], [0.08, 0.01, 0.06], [0.18, -0.08, 0.24], [-0.01, -0.02, 0.00], [-0.01, 0.00, 0.00], [0.00, 0.00, 0.00], [0.00, 0.00, -0.01], [-0.01, -0.01, -0.01], [-0.04, 0.05, -0.01], [0.17, -0.01, 0.19], [-0.12, -0.06, -0.12], [0.00, 0.02, -0.03], [-0.47, -0.02, 0.01], [0.42, 0.30, -0.26], [-0.02, 0.15, 0.05], [0.00, -0.01, -0.04], [0.05, 0.04, 0.01], [0.07, -0.06, -0.02], [-0.11, -0.04, -0.11], [-0.03, 0.02, 0.11], [0.13, 0.03, 0.10], [-0.02, -0.02, 0.01], [-0.02, -0.02, 0.01], [0.02, -0.04, -0.01], [-0.02, -0.02, 0.00], [0.01, -0.05, 0.00], [-0.01, 0.01, 0.01], [0.01, 0.00, -0.01], [0.01, -0.01, -0.03], [0.01, -0.02, 0.01], [-0.04, 0.02, 0.00], [0.02, 0.01, 0.00], [-0.01, 0.00, 0.00], [0.00, -0.01, -0.01], [-0.01, -0.01, -0.02], [0.01, -0.02, 0.02], [0.00, -0.01, 0.02], [-0.01, 0.01, -0.01], [0.01, 0.01, 0.01], [0.00, -0.03, 0.02], [-0.01, -0.03, -0.06], [-0.01, 0.00, 0.02], [0.01, 0.01, 0.00], [-0.02, -0.03, -0.02], [-0.01, -0.03, -0.01], [0.03, 0.01, 0.07], [-0.01, 0.00, 0.00], [0.00, 0.01, 0.01], [0.01, 0.00, -0.01], [0.00, 0.03, 0.07], [0.05, -0.02, 0.01], [0.02, 0.03, 0.03], [0.02, -0.01, 0.04], [-0.60, 0.17, -0.07], [-0.05, 0.02, -0.02], [-0.01, -0.02, 0.01], [0.00, -0.01, -0.02], [0.02, -0.01, 0.01]], "mulliken_charge": [0.433, -0.860, -0.239, -0.318, 1.201, -0.282, -0.541, -0.382, 0.271, -1.440, 0.417, 0.305, -0.007, 0.320, 0.380, 0.319, -0.168, 0.370, 0.382, 0.324, -0.696, 0.198, 0.228, -0.470, -0.738, 0.230, 0.451, 0.227, 0.091, 0.331, -0.435, 0.372, -1.019, -1.029, -0.299, -0.191, 0.482, -1.028, -0.976, -0.995, 0.257, -0.390, -0.997, -1.082, 0.441, -0.289, 0.303, 0.389, 0.244, 0.272, 0.396, 0.278, 0.316, 0.314, 0.260, 0.390, 0.280, 0.424, 0.243, 0.276, 0.258, 0.396, -0.459, 0.467, 0.346, 0.031, 0.465, 0.433, 0.281, 0.388, 0.275, -0.041, -0.460, -0.584, -1.213, 1.364, 0.006, 0.506, 0.482, 0.516]}


{"formula": "C11H15N", "method": "wB97M-V/def2-TZVPD", "smiles": "Cc1c[nH]c2ccccc12.CC", "e_lumo_ev": 0.930, "homo_lumo_gap_ev": 8.757, "e_above_lowest_kcal_mol": 39.46, "symbols": ["C", "C", "C", "C", "C", "C", "C", "C", "C", "N", "H", "H", "H", "H", "H", "H", "H", "H", "H", "C", "C", "H", "H", "H", "H", "H", "H"], "positions_angstrom": [[1.36810, -2.38812, -1.27712], [0.04311, 1.07343, -0.47598], [1.00737, -0.02164, -0.29605], [0.68605, -1.08174, -1.19143], [-0.51317, -0.70579, -1.85442], [-0.10080, 2.23345, 0.42020], [0.88810, 2.30090, 1.35234], [2.00041, 0.24458, 0.66908], [1.92992, 1.40300, 1.41033], [-0.83872, 0.58700, -1.45364], [-1.72091, 1.03387, -1.41733], [-1.04060, 2.71961, 0.33307], [-1.09385, -1.14804, -2.62652], [0.72940, 3.09886, 2.15961], [2.75065, -0.41283, 0.86833], [0.76754, -3.18104, -1.75988], [1.82053, -2.65783, -0.31692], [2.68363, 1.58164, 2.23195], [2.37196, -2.34867, -1.91869], [-2.99582, -0.73528, 1.50449], [-2.04208, -1.61708, 0.69538], [-3.77389, -0.15306, 0.99219], [-3.32239, -1.38375, 2.32908], [-2.39204, 0.14136, 1.95634], [-1.11790, -1.13334, 0.61253], [-2.52104, -1.93072, -0.27858], [-1.89714, -2.56945, 1.26945]], "forces_ev_per_angstrom": [[2.82, -0.35, -1.66], [0.10, -1.70, 0.46], [-0.65, 2.82, 0.08], [-2.38, 0.53, -1.09], [2.42, 1.14, 1.66], [0.54, -3.93, -2.61], [-1.58, 2.72, 1.59], [-1.94, 1.51, -0.69], [1.76, -0.50, 1.73], [1.21, 0.72, 1.23], [-1.07, -0.15, -0.79], [-0.31, 1.05, 0.33], [-0.21, -0.57, -0.27], [0.75, -1.18, -1.20], [2.07, -1.85, 0.44], [0.22, 0.34, 0.65], [-0.70, -0.37, 0.07], [-0.78, -0.36, -1.12], [-2.03, 0.19, 0.87], [1.35, 1.54, 1.34], [-2.25, -1.66, -0.11], [-0.15, -0.92, -0.09], [-0.72, 0.86, -0.14], [-0.71, -1.47, -0.28], [1.25, 0.37, -0.66], [0.91, 0.46, 0.82], [0.08, 0.76, -0.56]], "mulliken_charge": [-1.415, -0.140, 0.773, 0.971, -1.120, -0.812, -0.364, -0.609, -0.351, -0.023, 0.242, 0.404, 0.454, 0.244, 0.519, 0.336, 0.333, 0.258, 0.266, -0.918, -0.150, 0.286, 0.293, 0.205, -0.251, 0.176, 0.396]}